# 1
ORCA calculation (ωB97M-V with the def2-TZVPD basis set) on a structure of composition C23H18I2N3O5SbSc at a distorted geometry.

The geometry in XYZ format:
```
53
Properties=species:S:1:pos:R:3:forces:R:3
Sc 0.2705 -0.0090 -0.0854 -1.2 -0.1 1.7
C 3.4986 -0.1841 0.7616 0.1 0.0 -0.2
C 2.6699 -0.2909 1.9908 0.4 0.0 -0.1
C 3.2729 -0.4507 3.2345 -0.3 0.0 0.1
C 2.4918 -0.5491 4.3677 0.0 0.0 -0.2
C 1.1149 -0.4859 4.2267 -0.3 0.0 -0.2
C 0.5803 -0.3285 2.9583 -1.0 0.0 0.4
N 1.3298 -0.2313 1.8565 0.4 0.0 0.1
Sb -1.6056 -0.2362 2.8744 0.0 0.0 -0.2
C -1.8256 1.5290 1.6028 -0.2 -0.5 0.7
C -2.6805 2.4856 2.1221 0.1 -0.2 0.1
C -2.9072 3.6480 1.4023 0.1 -0.1 -0.2
C -2.2799 3.7857 0.1818 0.0 -0.1 0.3
C -1.4700 2.7604 -0.3064 0.0 0.2 -0.2
C -0.8578 2.9171 -1.6562 0.2 -0.1 -0.1
N -1.2398 1.6380 0.4040 0.0 0.6 -0.2
C -1.9692 -1.6654 1.2622 -0.2 0.4 0.8
C -2.9064 -2.6361 1.5703 0.1 0.2 0.1
C -3.2337 -3.5850 0.6139 0.1 0.1 -0.2
C -2.6185 -3.5034 -0.6187 0.0 0.1 0.3
C -1.7159 -2.4719 -0.8777 0.0 -0.1 -0.3
C -1.1041 -2.3753 -2.2336 0.2 0.1 -0.1
N -1.3923 -1.5589 0.0595 -0.1 -0.5 -0.3
H 4.5579 -0.2204 0.9964 0.0 0.0 0.0
H 3.2821 0.7590 0.2526 0.1 -0.1 0.0
H 3.2620 -1.0135 0.0895 0.1 0.1 0.0
H 4.3468 -0.4956 3.2992 0.1 0.0 0.0
H 2.9362 -0.6711 5.3407 0.1 0.0 0.2
H 0.4598 -0.5582 5.0855 0.0 0.0 0.0
H -3.1687 2.3071 3.0704 0.0 0.1 0.1
H -3.5642 4.4134 1.7815 -0.1 0.1 0.0
H -2.4157 4.6772 -0.4107 0.0 0.0 -0.1
H -1.4819 3.5498 -2.2844 -0.1 -0.1 0.0
H -0.7002 1.9454 -2.1342 -0.1 0.3 -0.1
H 0.1210 3.3968 -1.5715 0.0 -0.1 0.0
H -3.3780 -2.6312 2.5431 0.0 -0.1 0.0
H -3.9582 -4.3546 0.8259 -0.1 -0.1 0.0
H -2.8328 -4.2243 -1.3932 0.0 0.0 -0.1
H -1.7916 -2.7542 -2.9880 -0.1 0.2 0.0
H -0.1976 -2.9848 -2.2825 0.0 0.1 0.0
H -0.8133 -1.3432 -2.4595 -0.2 -0.3 -0.2
O 4.6967 0.1415 -3.9816 -0.3 0.0 -0.1
C 3.5866 0.1449 -3.5344 0.5 0.0 -0.3
C 2.8236 1.3625 -2.9988 0.0 0.6 -0.2
O 2.9124 2.5093 -3.3661 0.0 -0.4 0.3
C 1.9743 0.7724 -1.9613 0.5 -1.4 -0.7
C 1.9262 -0.6170 -2.0704 0.6 1.5 -0.4
O 1.2512 -1.2771 -1.1662 0.1 -0.9 -0.2
C 2.7369 -1.0873 -3.1979 -0.1 -0.6 -0.3
O 2.7419 -2.1607 -3.7507 0.1 0.3 0.3
O 1.3389 1.3286 -0.9630 0.2 0.9 -0.1
I -3.6555 0.3922 -2.0552 0.0 0.0 -0.4
I -2.4193 0.4910 -4.4266 -0.2 0.0 0.2
```
Forces are in eV/Å.

Properties
E_HOMO: -0.401 Ha
LUMO: -0.16338 hartree
Charge: +1
Electronic energy: -3024.00983 hartree
Spin multiplicity: 1
Orbital gap: 6.48 eV

How positive or negative is each atom? The Mulliken charges in e answer that: 0.4307, -0.8991, 0.9649, -0.9250, -0.4903, -0.7617, 0.0711, 0.3041, 0.8676, 0.0291, -0.7920, -0.5842, -0.9311, 0.8870, -1.0681, 0.5447, 0.0578, -0.7877, -0.5713, -0.9220, 0.9393, -1.1331, 0.5300, 0.5094, 0.1237, 0.1373, 0.4528, 0.4380, 0.4141, 0.4361, 0.4394, 0.5096, 0.5513, -0.0666, 0.3035, 0.4368, 0.4389, 0.5069, 0.5541, 0.3121, -0.0695, -0.5084, 0.3332, 0.0249, -0.5740, 0.8476, 0.8575, -0.7933, -0.0125, -0.5723, -0.7835, 0.0149, -0.0226



# 2
ORCA calculation (ωB97M-V with the def2-TZVPD basis set) on an isolated molecule of C23H18N4O4S at a distorted geometry.

The geometry in XYZ format:
```
50
Properties=species:S:1:pos:R:3:forces:R:3
H -1.3060 3.5174 0.8960 0.0 -0.2 0.0
N -0.3320 3.2406 0.8507 0.0 0.2 0.0
C -0.1502 1.9848 0.8036 -0.4 0.8 0.1
C -1.1497 0.9327 0.8422 -0.9 -0.3 -0.1
S -2.8889 1.3418 1.0724 0.1 -0.1 0.2
O -3.1499 2.6722 0.5844 0.1 -0.1 -0.4
O -3.2196 1.0619 2.4441 -0.1 -0.3 -0.1
C -3.7289 0.1670 0.0132 0.3 0.4 0.3
C -4.4248 -0.8910 0.5643 0.0 0.0 0.2
C -5.0511 -1.7966 -0.2731 0.0 0.1 -0.1
C -4.9838 -1.6487 -1.6554 0.0 0.0 0.1
C -5.6827 -2.6215 -2.5535 0.0 0.0 0.0
C -4.2796 -0.5720 -2.1861 0.0 0.1 0.1
C -3.6495 0.3369 -1.3551 0.0 0.1 -0.1
C -0.8305 -0.3737 0.7781 0.1 0.1 0.0
C 0.5284 -0.7710 0.6670 0.2 0.2 0.0
C 0.8926 -2.1459 0.5686 -0.4 0.2 0.0
O 0.1506 -3.1070 0.5471 0.0 0.0 0.0
N 2.3160 -2.3600 0.4780 0.3 0.4 0.0
C 2.7561 -3.6422 0.3792 0.3 -0.8 -0.1
C 4.0763 -3.9392 0.2933 -0.3 0.0 0.0
C 5.0185 -2.8868 0.3044 -0.2 0.4 0.0
C 4.5862 -1.6013 0.4035 0.2 -0.4 0.0
C 3.2011 -1.3022 0.4947 -0.2 -0.1 0.0
N 2.8242 -0.0522 0.5836 -0.1 0.5 0.2
C 1.5148 0.2308 0.6531 0.0 -1.0 0.0
N 1.1755 1.5328 0.7097 0.2 -0.2 0.0
C 2.2277 2.5313 0.6109 0.1 0.3 -0.3
C 3.0175 2.3562 -0.6429 0.9 0.4 0.3
C 4.3512 2.4857 -0.8948 -0.7 0.1 0.3
C 4.5225 2.2056 -2.2730 -0.5 -0.1 -0.3
C 3.2827 1.9238 -2.7515 0.8 0.0 -0.4
O 2.3650 2.0156 -1.7728 -0.5 0.0 0.3
H -4.4663 -0.9820 1.6385 0.0 -0.1 0.1
H -5.5972 -2.6281 0.1474 0.0 -0.1 0.1
H -6.7350 -2.3507 -2.6425 -0.1 0.0 -0.1
H -5.2468 -2.6166 -3.5491 0.0 0.0 -0.1
H -5.6305 -3.6288 -2.1473 0.0 -0.1 0.0
H -4.2255 -0.4463 -3.2576 0.0 0.0 -0.1
H -3.1069 1.1818 -1.7499 0.1 0.1 -0.1
H -1.5874 -1.1432 0.8124 -0.1 -0.1 0.0
H 1.9669 -4.3811 0.3772 0.0 0.1 0.0
H 4.3968 -4.9644 0.2171 -0.1 -0.1 0.0
H 6.0714 -3.1111 0.2343 0.1 0.0 0.0
H 5.2561 -0.7581 0.4125 0.0 0.1 0.0
H 2.9000 2.4506 1.4677 0.0 0.1 -0.1
H 1.7039 3.4938 0.6294 0.2 -0.2 0.1
H 5.1127 2.7489 -0.1905 0.1 0.0 0.2
H 5.4406 2.2134 -2.8239 0.1 0.0 -0.2
H 2.9321 1.6558 -3.7282 -0.1 0.0 -0.1
```
Forces are in eV/Å.

Properties
E_HOMO: -0.297 Ha
LUMO: -0.02264 hartree
Energy relative to the best compared isomer or geometry (same formula, charge and spin): 13.6 kJ/mol
SMILES string: [H]/N=c1\c(S(=O)(=O)c2ccc(C)cc2)cc2c(=O)n3ccccc3nc2n1Cc1ccco1
Electronic energy: -1805.43581 hartree
Spin multiplicity: 1
Orbital gap: 7.47 eV

How positive or negative is each atom? The Mulliken charges in e answer that: 0.3646, -0.7904, 0.4656, 0.2534, 1.6471, -0.7781, -0.7184, -0.2574, -0.0789, -0.8323, 0.9574, -1.4405, -0.8449, -0.2850, -0.7657, 0.0570, -0.2174, -0.7067, 0.0855, -0.3065, -0.6584, -0.3226, -0.6998, 0.3737, -0.4245, 0.8130, 0.0058, -0.9175, 0.6346, -0.7099, -0.3907, -0.5563, -0.2878, 0.5058, 0.3870, 0.2947, 0.3654, 0.3724, 0.3568, 0.4519, 0.7384, 0.4439, 0.4054, 0.4214, 0.4981, 0.2699, 0.4071, 0.5226, 0.4331, 0.4579